A gas-phase ion, C5H8N (charge +1), computed with ωB97M-V/def2-TZVPD.

Summary:
E_HOMO (eV): -15.9
DFT total energy (eV): -6793.8627
F_max (eV/A): 3.296
Kohn-Sham gap (eV): 10.882
Total charge: +1
ΔE to the lowest compared entry with this formula, charge and spin (eV): 4.2258

Element x y z (Å)
H1 2.24012 0.58832 -0.90719
C1 -1.72649 -0.70669 0.22784
N1 -0.24002 1.04680 -0.17915
C2 -1.52399 0.75663 0.03592
H2 2.85818 -0.71851 0.16383
H3 0.43960 -0.21394 1.42487
H4 -2.14558 1.43769 -0.53893
H5 -2.60751 -0.79711 -0.37722
H6 -1.61883 -1.23008 1.09323
C3 2.17734 0.14083 0.04443
H7 2.33203 0.96506 0.79114
C4 -0.45837 -0.52232 -0.53066
H8 -0.35244 -0.74797 -1.61044
C5 0.62596 0.00129 0.36233

***

2 unconnected molecules or ions with the total composition C3HFN2O, computed with ωB97M-V/def2-TZVPD.

Summary:
E_HOMO (eV): -9.5
DFT total energy (eV): -10868.6862
F_max (eV/A): 2.654
Kohn-Sham gap (eV): 9.387
ΔE to the lowest compared entry with this formula, charge and spin (eV): 0.0000

Element x y z (Å)
C1 -3.00045 1.09480 0.19242
C2 -2.10461 -0.92921 1.03114
N1 0.40591 0.83003 -0.12500
C3 1.41836 0.73604 0.38392
O1 -3.06961 2.15556 -0.27734
H1 2.42642 0.57538 0.78254
F1 -1.73828 -1.46884 -0.17394
N2 -2.90163 0.11079 0.93010

***

A single C2H5Cl3Si2 molecule, computed with ωB97M-V/def2-TZVPD.

Summary:
SMILES: C=[Si](Cl)C[SiH](Cl)Cl
E_HOMO (eV): -8.6
DFT total energy (eV): -55480.1312
F_max (eV/A): 3.191
Kohn-Sham gap (eV): 8.880
ΔE to the lowest compared entry with this formula, charge and spin (eV): 1.9080

Element x y z (Å)
C1 0.00732 0.21919 1.14328
Cl1 1.68582 -1.99604 -0.44915
Cl2 2.77509 1.06957 -0.11564
Cl3 -2.28707 -1.62842 0.28564
Si1 1.67953 -0.38894 0.75815
H1 -0.41140 -0.19052 2.15807
H2 -0.92721 1.54767 -2.34466
H3 -0.05718 1.39567 1.27445
H4 2.18929 -1.09742 1.90301
C2 -1.45722 0.83115 -1.80200
H5 -2.10320 0.32149 -2.43878
Si2 -1.09376 -0.08340 -0.37237

***

A molecular structure, C17H28NO2P2SeTi, computed with ωB97M-V/def2-TZVPD.

Summary:
E_HOMO (spin up / spin down) (eV): -14.3 / -14.8
DFT total energy (eV): -130692.9925
F_max (eV/A): 3.599
Kohn-Sham gap (spin up / spin down) (eV): 7.047 / 6.942
Total charge: +2
ΔE to the lowest compared entry with this formula, charge and spin (eV): 2.8548
2S+1: 2

Element x y z (Å)
C1 -2.39871 -0.53319 -1.78163
H1 2.60704 0.21217 -1.94783
H2 0.15482 2.71804 0.05322
H3 3.76072 0.28297 1.75101
H4 1.93816 2.01160 -2.58533
H5 1.34281 -2.89911 0.29643
C2 2.42199 -0.87830 -1.62857
P1 -2.06786 0.99162 -0.91213
Ti1 0.45494 1.01696 -0.62068
H6 -2.30860 1.01640 3.18726
C3 -1.47538 0.41529 3.56788
H7 3.04138 -2.86705 0.77886
C4 -3.26829 1.04478 0.36385
H8 -0.60445 -1.98612 5.81013
H9 -3.10234 -0.34465 -2.58075
H10 -2.17501 -2.49914 -3.67885
C5 -1.17445 -1.19037 -2.34059
C6 0.74298 -0.99161 4.50168
H11 0.28144 4.85431 -0.05808
H12 -2.87483 -1.21818 -1.08350
H13 4.60990 -0.77120 0.62590
N1 0.01583 -0.77303 -1.80717
H14 4.10044 0.86293 0.13845
C7 -0.50548 -1.28001 5.00871
H15 1.63843 -1.46797 4.86739
C8 -0.20221 0.65325 3.06820
H16 1.89039 0.27273 3.08631
P2 2.11427 -0.59509 0.25731
C9 2.09357 -2.30443 0.81670
O1 1.61545 1.80077 -1.72212
C10 3.79721 -0.02713 0.70675
H17 -0.06197 -3.40972 -4.66016
C11 -2.60225 2.24620 -2.09053
H18 0.07868 4.65437 -1.58945
C12 -1.60217 -0.56131 4.57081
H19 -4.25955 1.17597 -0.08168
H20 1.79166 -2.28482 1.86307
H21 -2.53893 3.24947 -1.67418
C13 1.15783 -1.37334 -2.31133
H22 -2.02432 2.21543 -3.01477
C14 0.91965 -0.02108 3.52098
Se1 0.09339 2.10993 1.54902
C15 -1.21399 -2.13819 -3.32796
H23 -3.63866 2.03720 -2.34406
C16 -0.05880 -2.69779 -3.86735
H24 -3.25872 0.12340 0.94005
H25 -2.56747 -0.69507 5.01394
H26 -3.08529 1.85887 1.06345
C17 1.16770 -2.28484 -3.34839
H27 3.36010 -1.43111 -1.89188
O2 -0.26017 4.35744 -0.73709
H28 2.13910 -2.65822 -3.72130

***

2 unconnected molecules or ions with the total composition C6H16NO2P, computed with ωB97M-V/def2-TZVPD.

Summary:
E_HOMO (spin up / spin down) (eV): -7.4 / -8.7
DFT total energy (eV): -21351.2954
F_max (eV/A): 3.934
Kohn-Sham gap (spin up / spin down) (eV): 7.730 / 8.626
ΔE to the lowest compared entry with this formula, charge and spin (eV): 4.2356

Element x y z (Å)
H1 -0.48977 3.11996 1.24238
H2 -1.12729 -3.21761 1.37367
H3 0.83234 2.10841 1.64268
C1 0.84706 2.50010 -1.22439
O1 0.53388 -0.68763 -1.90871
H4 -2.93879 -0.22124 -0.37801
H5 0.67725 3.52731 -1.23353
C2 -1.01597 -1.26277 0.38516
H6 3.44969 0.38940 0.20298
C3 -0.58888 -2.71777 0.54950
H7 -1.12185 -0.81520 1.32400
H8 -2.10578 -1.58499 -1.55738
H9 -3.13771 -1.93589 -0.06001
H10 0.51424 -2.79910 0.70677
H11 2.35550 -1.78950 1.07780
H12 1.76922 2.36344 -0.76561
H13 -0.87840 -3.23433 -0.39406
P1 0.26204 -0.19918 -0.51834
H14 -1.07700 1.80322 -0.99913
H15 -0.70146 1.36379 1.62138
C4 -2.36649 -1.20352 -0.49612
C5 -0.13232 1.69910 -0.43315
H16 0.85979 2.09365 -2.20902
N1 2.42256 -0.77720 0.99190
C6 -0.14160 2.02986 1.06619
O2 3.29975 -0.55233 -0.00695